Entry 1:
The following is a DFT calculation (ωB97M-V with the def2-TZVPD basis set) of a structure of composition C54H46AsBrF3IN8O2Zr.

CARTESIAN COORDINATES (ANGSTROEM)
C1 -3.970 -3.694 1.803
H1 1.314 5.546 2.238
C2 -4.875 2.920 -1.860
H2 -1.499 -1.975 -5.474
H3 -3.192 5.798 -2.025
H4 5.516 5.064 1.536
H5 -2.453 4.749 3.255
C3 -3.245 -0.404 -1.566
As1 -0.059 -1.714 -3.409
H6 -5.894 1.032 0.141
C4 4.348 3.308 1.197
C5 -2.556 2.566 -1.164
C6 -4.663 4.265 -2.061
H7 2.491 -5.151 0.048
C7 -0.081 -3.669 -3.232
N1 -1.403 0.962 1.769
N2 -0.370 3.118 1.970
C8 -3.175 -5.718 0.739
H8 4.552 1.660 -3.331
N3 3.243 0.414 0.880
C9 2.152 4.936 1.944
C10 3.145 -4.356 0.373
H9 -5.031 0.522 3.854
H10 -3.294 -6.779 0.572
H11 -0.113 6.077 0.120
C11 -2.087 -5.063 0.188
H12 1.110 4.560 -1.231
H13 -2.473 -0.369 -0.789
C12 -4.326 0.632 -1.292
N4 -1.192 -1.541 0.752
H14 -4.329 0.764 0.868
H15 6.390 2.388 -4.796
C13 -2.370 -1.686 1.421
I1 3.436 -0.995 -2.229
H16 -4.562 4.726 4.562
C14 -2.334 3.948 -1.429
H17 2.172 -2.299 -4.612
H18 6.294 -3.787 1.477
H19 4.823 -5.612 0.777
C15 7.029 0.395 -5.256
H20 5.179 2.678 0.924
C16 -3.281 1.454 3.035
H21 -2.522 -1.802 -4.032
F1 1.159 1.100 -1.792
Br1 5.419 -3.215 -4.027
N5 1.135 1.535 0.993
H22 -1.046 5.490 -2.075
C17 5.281 -3.559 1.184
F2 1.099 1.998 -3.810
N6 1.456 -1.088 0.336
O1 -0.263 -1.143 -1.866
H23 5.467 -1.445 1.567
C18 -4.987 0.436 0.073
H24 -0.950 -3.967 -2.647
O2 -1.596 1.767 -0.683
H25 -1.878 6.126 0.146
H26 3.617 6.464 2.192
C19 -1.015 5.471 0.055
C20 -3.004 3.835 3.409
H27 0.818 -3.978 -2.695
H28 -5.858 2.502 -2.041
C21 2.499 1.496 0.927
C22 1.405 -2.432 0.144
C23 5.748 -1.360 -4.250
H29 -4.669 -3.157 2.425
H30 7.390 -1.700 -5.558
H31 -2.789 -0.172 -2.527
C24 1.965 3.618 1.562
H32 -1.021 4.766 0.880
H33 -5.814 2.641 4.886
H34 -1.363 -5.576 -0.427
C25 6.220 1.336 -4.641
C26 -3.389 4.749 -1.850
F3 -0.712 1.159 -2.942
C27 2.696 -3.045 0.402
C28 -0.862 -2.762 0.249
C29 4.524 4.637 1.545
H35 -5.457 4.912 -2.402
H36 -3.679 -1.406 -1.608
C30 3.443 5.434 1.919
C31 -1.363 2.270 2.128
H37 7.851 0.709 -5.878
C32 -3.863 2.071 -1.436
C33 -2.872 -3.040 1.271
C34 4.949 -0.421 -3.608
C35 6.785 -0.954 -5.071
C36 4.447 -4.599 0.775
H38 0.887 -1.833 -5.730
N7 0.342 -3.181 -0.078
C37 -1.637 -1.422 -4.543
H39 0.338 3.632 -2.516
N8 -2.985 -0.793 2.161
C38 -4.100 -5.046 1.536
C39 2.729 -0.788 0.722
C40 -1.935 -3.717 0.473
Zr1 -0.312 0.328 -0.321
C41 -4.466 1.435 3.750
C42 1.376 -1.580 -4.791
C43 -2.552 2.642 2.876
C44 3.056 2.809 1.202
H40 -4.926 -5.596 1.962
H41 -5.238 -0.610 0.235
C45 -4.187 3.810 4.130
C46 0.794 2.762 1.476
H42 1.773 -0.573 -4.864
C47 -2.536 0.439 2.299
H43 0.254 3.058 -0.831
C48 0.640 0.878 -3.178
C49 5.185 0.933 -3.819
H44 -0.105 -4.150 -4.211
H45 -5.107 0.486 -2.052
C50 0.251 3.935 -1.477
C51 -4.901 2.627 4.308
C52 3.529 -1.999 0.837
H46 -1.771 -0.368 -4.781
C53 -1.034 4.727 -1.284
C54 4.834 -2.250 1.229

Properties
- ΔE to the lowest compared entry with this formula, charge and spin: 77.6 kcal/mol
- Orbital gap (spin up / spin down): 5.0 / 4.9 eV
- Electronic energy: -8128.1976 Eh

Entry 2:
The following is a DFT calculation (ωB97M-V with the def2-TZVPD basis set) of a structure of composition C54H46AuF4Ge2N9P2.

CARTESIAN COORDINATES (ANGSTROEM)
H1 4.728 -3.373 -0.695
C1 -2.305 -2.529 -2.713
C2 2.417 0.183 -3.482
H2 2.645 -2.052 -0.298
C3 -0.257 -1.577 3.868
H3 -0.430 -6.574 -0.693
H4 4.072 -1.024 3.622
H5 3.402 0.186 -3.949
H6 6.132 -2.296 3.201
P1 1.612 -0.749 1.992
H7 -3.054 -5.189 -4.663
C4 5.553 -2.906 1.227
H8 6.620 2.279 -1.370
C5 -4.390 -4.269 -3.255
H9 2.207 0.361 4.059
C6 -0.955 1.564 -3.534
C7 0.770 -1.975 3.008
H10 4.486 1.198 -0.728
C8 -6.137 1.671 5.216
N1 -0.825 -4.751 0.018
C9 0.544 -1.369 -5.712
C10 -0.683 4.887 -0.121
H11 -1.141 5.247 -1.031
C11 -3.248 0.949 -0.625
H12 -1.737 -1.917 0.873
C12 1.153 -3.316 2.937
C13 -1.793 1.822 -2.444
C14 -0.514 4.911 2.283
N2 -3.109 2.488 6.560
C15 -1.950 0.878 -1.335
H13 -0.568 -0.539 3.907
H14 1.945 -3.623 2.265
C16 -3.579 0.935 0.731
N3 -0.721 -6.083 0.138
C17 3.849 4.374 0.338
C18 1.837 0.699 3.088
C19 -3.035 1.525 3.046
C20 -4.932 0.770 1.181
C21 -4.791 1.727 4.772
H15 -1.602 -2.197 5.409
N4 -1.102 -0.109 -1.069
N5 -5.099 0.919 -2.417
H16 -0.903 -4.568 5.310
Ge1 -0.649 -1.492 -2.256
C22 -0.845 -2.511 4.704
H17 -0.156 -0.535 -5.697
H18 2.940 2.576 3.039
C23 -3.864 2.149 5.762
Au1 0.797 0.427 0.013
H19 -5.491 -3.154 -1.784
C24 -4.553 -3.264 -2.311
H20 6.983 4.672 -0.893
C25 4.583 -2.842 0.236
C26 -1.552 3.657 -4.542
H21 -1.895 6.107 1.160
H22 -0.828 5.292 3.246
C27 -3.512 -2.385 -2.043
P2 2.194 2.228 0.783
H23 0.855 1.154 3.248
H24 1.804 -3.980 -3.431
H25 1.871 1.056 -3.834
C28 -4.393 1.422 3.481
N6 -7.207 1.634 5.635
C29 3.422 -2.118 0.458
H26 0.860 -5.277 3.727
C30 -1.109 5.366 1.114
C31 3.659 3.013 0.090
C32 4.213 -1.520 2.670
C33 -1.311 -2.806 0.446
C34 0.334 3.952 -0.183
C35 5.842 2.856 -0.888
C36 5.373 -2.239 2.432
H27 3.068 4.956 0.809
H28 -3.649 -1.596 -1.313
C37 -2.133 -3.541 -3.650
N7 -0.188 -4.070 -0.878
C38 -2.468 3.055 -2.404
H29 0.960 3.630 3.151
C39 -2.672 1.300 1.764
C40 0.501 3.968 2.231
C41 3.234 -1.466 1.678
C42 -4.308 0.983 -1.583
F1 -2.070 1.873 3.887
H30 0.685 3.578 -1.141
C43 -5.315 1.008 2.463
H31 -5.207 -4.945 -3.468
N8 -1.540 -4.035 0.862
H32 3.763 1.222 2.264
C44 0.543 -4.243 3.765
C45 2.786 1.683 2.427
H33 3.217 -3.319 -4.266
C46 4.649 2.253 -0.532
H34 -0.422 0.623 -3.586
H35 -3.075 3.314 -1.547
Ge2 1.503 -1.486 -4.002
H36 -1.435 -6.500 0.714
C47 -3.184 -4.406 -3.928
N9 -0.483 -2.808 -0.603
C48 5.055 4.959 -0.007
H37 -2.899 4.885 -3.408
H38 0.002 -2.283 -5.945
H39 -1.489 4.351 -5.368
H40 -0.205 2.237 -5.422
C49 2.469 -3.122 -3.498
C50 -0.835 2.465 -4.572
F2 -6.580 0.852 2.772
F3 -1.390 1.492 1.462
H41 2.545 0.253 -2.401
H42 2.977 -2.982 -2.545
C51 -2.349 3.954 -3.445
H43 5.219 6.005 0.213
F4 -5.845 0.355 0.326
H44 1.276 -1.191 -6.502
H45 6.454 -3.481 1.061
C52 6.046 4.205 -0.622
C53 0.938 3.499 0.995
H46 -1.184 -3.670 -4.159
C54 -0.445 -3.840 4.653

Properties
- Expectation value of S²: 0.76
- Spin multiplicity: 2
- ΔE to the lowest compared entry with this formula, charge and spin: 0.0 kcal/mol
- Net charge: +3
- Orbital gap (spin up / spin down): 5.5 / 5.0 eV
- Electronic energy: -7948.8029 Eh

| no. | maximum force (eV/Å) |
| --- | --- |
| 1 | 3.012 |
| 2 | 1.672 |